The following is a quantum chemistry calculation of a structure of composition C12H13FeI2NO6STl, from OMol25.

Calculated values
Gap between HOMO and LUMO (spin up / spin down), eV: 5.65 / 5.29
Highest occupied orbital energy (spin up / spin down), hartree: -0.831 / -0.853
⟨S²⟩: 9.076
Multiplicity: 6
Total charge: +4

```
37
Properties=species:S:1:pos:R:3:lowdin_spin:R:1
I -1.272 1.885 -2.844 0.420
I -2.614 2.506 -0.701 0.630
Tl 0.882 -1.379 1.923 0.262
Fe 0.608 0.014 -0.879 3.020
S -1.135 -0.194 0.437 0.566
C 0.551 -1.658 -1.519 0.005
C 1.861 0.431 -2.658 -0.065
C -2.593 -1.290 -0.090 0.053
C -3.830 -0.868 0.677 0.013
C -2.096 -2.668 0.383 0.025
C -2.884 -1.324 -1.583 0.017
C 3.482 -0.475 2.962 0.067
C 1.557 -3.972 3.137 0.097
O 2.575 -0.068 -3.431 -0.005
O 0.320 -2.599 -2.183 0.012
O 4.467 0.039 3.211 0.006
O 1.744 -5.008 3.556 0.008
H -4.625 -1.598 0.519 0.001
H -4.170 0.105 0.341 0.010
H -3.600 -0.833 1.738 0.001
H -2.902 -3.389 0.202 0.004
H -1.881 -2.646 1.460 0.001
H -1.205 -3.012 -0.162 -0.001
H -3.682 -2.060 -1.725 0.003
H -2.014 -1.623 -2.170 0.002
H -3.225 -0.361 -1.960 0.003
O 1.305 1.320 1.948 0.034
C 1.699 1.976 0.965 0.011
C 2.407 3.309 1.022 0.000
C 2.786 3.618 -0.419 -0.016
C 2.259 2.444 -1.167 0.000
O 2.346 2.298 -2.415 -0.197
N 1.674 1.509 -0.348 0.010
H 1.723 4.063 1.453 0.000
H 3.312 3.235 1.648 0.000
H 2.291 4.532 -0.768 0.001
H 3.879 3.741 -0.561 0.001
```

---

The following is a quantum chemistry calculation of a structure of composition C64H146F3N20NiO22, from OMol25.

Calculated values
Gap between HOMO and LUMO (spin up / spin down), eV: 8.66 / 8.72
Highest occupied orbital energy (spin up / spin down), hartree: -0.368 / -0.370
⟨S²⟩: 2.003
Multiplicity: 3
Total charge: +1

```
256
Properties=species:S:1:pos:R:3:lowdin_spin:R:1
Ni 1.552 2.697 2.529 1.792
C 0.676 0.014 1.537 0.006
O 0.117 -0.325 0.246 0.002
O 0.370 1.264 1.871 0.041
C 0.104 -0.945 2.522 0.001
F -1.266 -0.928 2.589 0.000
F 0.503 -2.243 2.438 0.000
F 0.518 -0.560 3.757 0.000
C 0.959 -0.815 -0.708 0.000
C 0.943 -0.006 -1.962 0.000
H 1.780 -0.270 -2.616 0.000
H 0.011 -0.065 -2.583 0.000
H 1.005 1.052 -1.742 0.000
H 0.747 -1.854 -0.838 0.000
H 2.010 -0.907 -0.340 0.000
H 1.708 -0.264 1.432 0.001
C -1.566 2.614 3.845 0.000
C -0.413 2.319 4.729 0.004
O 0.748 2.643 4.417 0.030
N -0.638 1.694 5.822 0.003
C 0.405 1.004 6.534 0.000
H -1.367 1.976 2.976 0.000
H -1.698 3.653 3.574 0.000
H -2.536 2.188 4.198 0.000
H -1.554 1.374 5.916 0.000
H 0.025 0.224 7.171 0.000
H 0.959 1.667 7.125 0.000
H 1.174 0.571 5.851 0.000
C 2.418 -3.049 6.243 0.000
C 2.399 -2.129 7.457 0.000
O 3.342 -1.411 7.668 0.000
N 1.272 -2.008 8.167 0.000
C 1.224 -1.243 9.423 0.000
H 1.734 -3.885 6.301 0.000
H 3.395 -3.334 6.081 0.000
H 2.191 -2.398 5.407 0.000
H 0.600 -2.717 8.040 0.000
H 1.807 -1.776 10.186 0.000
H 0.194 -1.282 9.696 0.000
H 1.477 -0.167 9.351 0.000
C 2.019 5.468 4.664 0.000
C 3.267 4.837 3.943 0.002
O 3.083 4.012 3.071 0.022
N 4.494 5.137 4.412 0.001
C 4.841 6.388 5.218 0.000
H 1.224 4.708 4.588 0.000
H 1.732 6.388 4.202 0.000
H 2.288 5.697 5.738 0.000
H 5.286 4.592 4.049 0.000
H 4.445 6.239 6.268 0.000
H 4.400 7.362 4.889 0.000
H 5.912 6.411 5.292 0.000
C 3.371 4.560 -0.513 0.000
C 3.375 3.131 -0.143 0.004
O 2.573 2.657 0.701 0.022
N 4.354 2.447 -0.716 0.001
C 4.477 1.038 -0.635 0.000
H 3.631 4.692 -1.540 0.000
H 4.011 5.194 0.131 0.000
H 2.373 4.852 -0.325 0.000
H 4.728 2.805 -1.570 0.000
H 5.514 0.721 -0.822 0.000
H 3.891 0.561 -1.372 0.000
H 4.159 0.711 0.351 0.000
C -1.870 5.856 -4.645 0.000
C -1.985 4.453 -4.193 0.000
O -2.686 4.189 -3.222 0.000
N -1.373 3.501 -4.961 0.000
C -1.574 2.135 -4.685 0.000
H -0.874 6.087 -5.084 0.000
H -1.839 6.536 -3.767 0.000
H -2.658 6.144 -5.332 0.000
H -0.935 3.799 -5.819 0.000
H -2.451 2.011 -4.088 0.000
H -0.687 1.841 -4.078 0.000
H -1.567 1.558 -5.595 0.000
C -3.016 -6.112 -0.973 0.000
C -2.249 -5.137 -0.168 0.000
O -1.155 -5.449 0.298 0.000
N -2.919 -3.930 0.005 0.000
C -2.584 -2.800 0.833 0.000
H -3.358 -5.569 -1.847 0.000
H -3.871 -6.559 -0.419 0.000
H -2.335 -6.869 -1.271 0.000
H -3.831 -3.976 -0.485 0.000
H -3.440 -2.513 1.511 0.000
H -2.340 -1.859 0.378 0.000
H -1.655 -3.022 1.366 0.000
C -4.912 2.185 1.036 0.000
C -4.561 3.293 0.046 0.000
O -4.177 4.386 0.527 0.000
N -4.469 3.087 -1.286 0.000
C -5.168 2.010 -1.987 0.000
H -4.750 2.637 1.986 0.000
H -4.187 1.383 0.825 0.000
H -5.912 1.808 0.970 0.000
H -3.980 3.843 -1.802 0.000
H -6.205 2.277 -1.920 0.000
H -4.942 1.035 -1.648 0.000
H -4.831 2.082 -2.992 0.000
C -1.098 -3.897 -2.971 0.000
C 0.279 -3.479 -3.434 0.000
O 1.252 -3.658 -2.726 0.000
N 0.354 -2.969 -4.626 0.000
C 1.607 -2.547 -5.237 0.000
H -1.518 -3.172 -2.394 0.000
H -0.997 -4.857 -2.365 0.000
H -1.838 -4.096 -3.736 0.000
H -0.464 -2.857 -5.195 0.000
H 2.303 -3.345 -5.549 0.000
H 2.200 -1.967 -4.479 0.000
H 1.444 -1.789 -6.037 0.000
C 3.782 1.893 5.382 0.000
C 3.560 0.813 4.218 0.003
O 3.030 1.127 3.161 0.022
N 4.071 -0.399 4.392 0.001
C 3.944 -1.372 3.377 0.000
H 3.761 1.499 6.403 0.000
H 2.936 2.594 5.224 0.000
H 4.721 2.477 5.163 0.000
H 4.581 -0.560 5.279 0.000
H 2.886 -1.768 3.347 0.000
H 4.605 -2.152 3.628 0.000
H 4.225 -0.879 2.414 0.000
C 6.332 -2.160 -4.814 0.000
C 5.806 -0.937 -5.470 0.000
O 4.602 -0.748 -5.668 0.000
N 6.736 -0.021 -5.853 0.000
C 6.473 1.137 -6.633 0.000
H 5.818 -3.100 -5.196 0.000
H 6.075 -2.128 -3.718 0.000
H 7.415 -2.253 -4.786 0.000
H 7.567 -0.119 -5.369 0.000
H 5.537 1.015 -7.170 0.000
H 7.350 1.224 -7.326 0.000
H 6.357 2.009 -6.004 0.000
C 2.525 -5.194 1.248 0.000
C 2.138 -5.610 2.648 0.000
O 1.951 -4.800 3.543 0.000
N 2.070 -6.980 2.791 0.000
C 1.844 -7.728 4.036 0.000
H 2.902 -6.048 0.685 0.000
H 3.151 -4.272 1.163 0.000
H 1.535 -4.932 0.852 0.000
H 2.491 -7.476 1.996 0.000
H 1.304 -7.119 4.794 0.000
H 2.784 -7.905 4.563 0.000
H 1.365 -8.649 3.789 0.000
C -6.166 3.383 4.957 0.000
C -7.344 2.667 4.327 0.000
O -7.413 1.454 4.248 0.000
N -8.198 3.530 3.652 0.000
C -9.380 3.143 2.915 0.000
H -6.400 4.420 5.119 0.000
H -5.278 3.267 4.297 0.000
H -5.931 2.817 5.859 0.000
H -7.945 4.508 3.679 0.000
H -10.261 3.089 3.557 0.000
H -9.218 2.150 2.403 0.000
H -9.673 3.847 2.116 0.000
C -2.400 -5.881 6.343 0.000
C -1.026 -5.272 6.193 0.000
O -0.225 -5.031 7.083 0.000
N -0.592 -5.082 4.910 0.000
C -1.119 -5.307 3.588 0.000
H -2.811 -5.516 7.317 0.000
H -2.360 -6.996 6.443 0.000
H -3.020 -5.643 5.462 0.000
H 0.382 -4.826 4.778 0.000
H -0.887 -4.452 2.975 0.000
H -2.208 -5.376 3.652 0.000
H -0.771 -6.203 3.038 0.000
C -1.858 -0.568 -7.855 0.000
C -2.901 -1.512 -7.232 0.000
O -2.667 -2.136 -6.198 0.000
N -4.164 -1.593 -7.817 0.000
C -4.602 -0.651 -8.839 0.000
H -2.196 0.508 -7.807 0.000
H -1.735 -0.792 -8.910 0.000
H -0.930 -0.661 -7.374 0.000
H -4.805 -2.078 -7.241 0.000
H -3.874 -0.469 -9.629 0.000
H -4.833 0.243 -8.433 0.000
H -5.497 -1.143 -9.294 0.000
C -2.281 -1.408 7.917 0.000
C -2.930 -0.661 6.801 0.000
O -2.870 0.587 6.787 0.000
N -3.570 -1.313 5.791 0.000
C -4.414 -0.669 4.755 0.000
H -2.486 -2.506 7.925 0.000
H -2.718 -0.914 8.776 0.000
H -1.207 -1.169 7.772 0.000
H -3.335 -2.295 5.726 0.000
H -5.326 -0.164 5.180 0.000
H -4.643 -1.352 3.990 0.000
H -3.684 0.137 4.358 0.000
C 1.918 3.448 -4.382 0.000
C 3.013 2.398 -4.262 0.000
O 3.988 2.529 -3.553 0.000
N 2.783 1.253 -4.845 0.000
C 1.838 0.865 -5.860 0.000
H 1.110 3.110 -5.033 0.000
H 2.277 4.448 -4.610 0.000
H 1.544 3.544 -3.378 0.000
H 3.479 0.586 -4.648 0.000
H 0.879 0.616 -5.410 0.000
H 2.171 -0.036 -6.425 0.000
H 1.616 1.557 -6.630 0.000
C -2.522 -0.935 -2.530 0.000
C -3.880 -1.527 -2.412 0.000
O -4.554 -1.601 -1.409 0.000
N -4.417 -1.916 -3.653 0.000
C -5.811 -2.337 -3.792 0.000
H -2.688 0.102 -2.726 0.000
H -1.971 -1.331 -3.418 0.000
H -2.006 -1.067 -1.600 0.000
H -3.775 -2.135 -4.447 0.000
H -6.327 -1.988 -2.856 0.000
H -5.824 -3.381 -3.683 0.000
H -6.216 -1.991 -4.739 0.000
C 1.858 4.806 -7.941 0.000
C 1.135 3.553 -8.321 0.000
O 0.205 3.196 -7.617 0.000
N 1.592 2.822 -9.395 0.000
C 1.122 1.510 -9.695 0.000
H 2.547 4.604 -7.173 0.000
H 1.018 5.415 -7.600 0.000
H 2.367 5.296 -8.743 0.000
H 2.432 3.122 -9.887 0.000
H 1.327 1.420 -10.762 0.000
H 0.044 1.490 -9.690 0.000
H 1.480 0.662 -9.113 0.000
C -0.566 3.485 -0.024 0.000
C -0.515 4.392 1.172 0.005
O 0.345 4.170 2.078 0.033
N -1.505 5.308 1.342 0.001
C -1.511 6.234 2.473 0.000
H 0.485 3.473 -0.440 0.000
H -1.389 3.780 -0.667 0.000
H -0.727 2.445 0.202 0.000
H -2.365 5.232 0.859 0.000
H -0.527 6.163 2.938 0.000
H -2.299 5.958 3.159 0.000
H -1.697 7.240 2.024 0.000
C 4.160 -5.805 -2.493 0.000
C 4.672 -4.569 -1.869 0.000
O 5.935 -4.492 -1.701 0.000
N 3.848 -3.571 -1.502 0.000
C 4.301 -2.407 -0.817 0.000
H 4.413 -6.617 -1.824 0.000
H 4.543 -5.934 -3.526 0.000
H 3.037 -5.781 -2.580 0.000
H 2.878 -3.708 -1.717 0.000
H 4.101 -1.505 -1.362 0.000
H 5.402 -2.518 -0.745 0.000
H 3.822 -2.355 0.143 0.000
```

---

Number 1: strongest force on any atom 10.4 eV/A, DFT total energy -3399.19327 a.u.. Number 2: strongest force on any atom 4.3 eV/A, DFT total energy -7084.68774 a.u..